C14H17MnN5O10PS as an isolated structure in a non-equilibrium geometry, computed with the ωB97M-V functional and the def2-TZVPD basis.

The geometry in XYZ format:
```
49
C14H17MnN5O10PS the ωB97M-V functional and the def2-TZVPD basis
H -1.497 3.009 2.011
O 0.952 -3.246 0.204
O 3.139 -4.935 -5.363
C 0.721 -2.338 -0.552
H 1.487 2.356 3.964
H -0.159 -1.465 3.906
C -2.977 3.232 -2.336
H -1.772 1.479 5.285
P -0.346 0.931 1.492
O 0.079 -1.248 -0.117
N -1.567 0.076 3.765
H -2.352 3.926 -2.892
H 1.266 -0.764 2.139
C 1.744 -3.533 -2.432
H 0.243 3.228 2.088
H 2.002 0.847 2.176
C -1.674 -0.051 2.317
H -3.228 2.362 -2.935
N 2.755 -4.896 -4.211
O -2.834 1.670 -0.234
N 1.496 -0.259 -5.078
C 0.646 1.743 4.292
C -1.714 1.467 4.195
C 2.068 -2.572 -4.618
O 0.990 -0.461 -6.164
O 0.499 -0.099 -2.501
H -3.876 3.728 -1.976
C 1.106 0.275 2.431
C 1.176 -2.351 -1.975
O 2.825 -5.815 -3.421
O 1.831 0.822 -4.648
H -2.642 1.872 3.790
S -2.079 2.705 -0.919
C -0.294 -0.443 4.263
H -2.640 0.320 1.970
H -1.568 -1.095 2.017
Mn -0.228 0.388 -0.871
N 0.862 0.361 3.867
C 2.172 -3.635 -3.737
N -0.598 2.325 3.795
C 1.053 -1.242 -2.837
C -0.570 2.550 2.351
O -1.703 3.854 -0.149
H 2.400 -2.662 -5.642
H -0.337 -0.454 5.353
H 1.835 -4.369 -1.753
C 1.539 -1.397 -4.150
H 0.612 1.757 5.383
O -0.841 2.045 -1.542
```

- HOMO (spin up / spin down) (hartree) = -0.340 / -0.341
- multiplicity = 5
- frontier orbital gap (spin up / spin down) (hartree) = 0.267 / 0.285
- energy above the lowest of the compared OMol25 structures with the same formula, charge and spin (kJ/mol) = 10.7
- ⟨S²⟩ = 6.07

Atom charges from the Löwdin analysis, given in e for atoms 1 to 8: atom 1 (H): 0.0775, atom 2 (O): 0.1170, atom 3 (O): 0.0824, atom 4 (C): -0.5073, atom 5 (H): 0.1294, atom 6 (H): 0.1349, atom 7 (C): -0.1240, atom 8 (H): 0.1298